Formula: C40H80F6N8O5S
Source: the OMol25 dataset
Level of theory: ωB97M-V with the def2-TZVPD basis set

The geometry in XYZ format:
```
140
Properties=species:S:1:pos:R:3:forces:R:3:mulliken_charge:R:1
H 7.254 -2.972 -1.614 -0.048 -0.067 -0.086 0.26
N 8.028 -3.336 -1.073 -0.097 0.076 0.335 -0.81
C 7.908 -3.107 0.168 0.183 -0.024 -0.196 0.70
C 8.982 -3.632 1.093 0.077 0.289 -0.296 -1.33
C 6.817 -2.323 0.877 0.075 -0.326 -0.255 -1.81
C 5.543 -1.859 0.154 -1.215 0.920 0.805 1.66
N 4.671 -2.976 -0.188 -0.079 -0.175 0.278 -0.58
C 3.833 -3.386 0.598 0.467 0.116 0.029 0.52
O 3.062 -3.828 1.342 -0.121 -0.037 -0.286 -0.46
N 4.810 -1.009 1.136 1.020 0.440 -0.159 -0.09
C 4.719 0.333 0.781 -0.608 -0.374 -0.320 -1.04
O 4.230 1.182 1.473 0.263 0.116 0.096 -0.57
C 5.385 0.562 -0.576 0.228 0.034 0.192 1.55
C 6.724 1.248 -0.164 0.099 -0.179 -0.123 -1.36
C 7.667 1.581 -1.332 0.342 -0.163 0.025 -0.97
C 9.097 1.059 -1.090 -0.202 0.215 0.090 -0.36
C 9.651 1.437 0.283 -0.009 -0.532 0.738 -0.96
N 11.096 1.209 0.454 0.296 0.426 -0.900 -0.26
C 11.654 0.082 -0.160 -0.095 -0.363 0.642 0.68
C 12.725 0.320 -1.195 0.151 0.285 0.447 -1.15
O 11.273 -1.032 0.133 -0.258 0.098 -0.327 -0.54
C 4.558 1.503 -1.480 -0.133 0.315 0.400 0.82
F 4.813 2.785 -1.102 0.013 -0.141 -0.087 -0.34
F 4.934 1.408 -2.770 -0.021 -0.025 0.095 -0.33
C 2.997 1.334 -1.370 0.166 0.047 -0.254 0.66
F 2.491 2.173 -0.480 -0.063 0.109 0.114 -0.27
F 2.686 0.091 -0.994 -0.026 -0.089 0.027 -0.21
F 2.430 1.587 -2.544 -0.037 -0.071 -0.120 -0.32
C 5.773 -0.866 -1.050 0.746 -0.744 -0.181 0.44
S 5.279 -1.395 -2.718 -0.116 1.105 -0.356 1.59
O 3.915 -1.118 -2.987 0.138 -0.391 0.065 -0.60
O 6.318 -0.950 -3.589 -0.271 -0.310 0.282 -0.61
F 5.427 -2.938 -2.624 0.087 -0.193 -0.143 -0.24
H 8.908 -3.217 2.097 -0.048 -0.133 0.052 0.37
H 9.947 -3.344 0.675 -0.010 -0.077 0.062 0.30
H 8.923 -4.720 1.112 0.008 0.005 0.157 0.37
H 6.485 -2.945 1.717 -0.048 0.044 -0.008 0.63
H 7.294 -1.450 1.334 0.042 0.001 -0.075 0.77
H 5.173 -1.047 2.084 -0.458 -0.460 0.098 0.36
H 6.516 2.089 0.495 -0.042 0.089 -0.189 0.70
H 7.230 0.506 0.460 -0.102 0.019 0.106 -0.04
H 7.308 1.095 -2.242 -0.006 0.193 -0.060 0.27
H 7.704 2.655 -1.523 -0.206 -0.026 0.038 0.62
H 9.765 1.469 -1.852 -0.082 -0.099 -0.098 0.48
H 9.083 -0.031 -1.194 0.219 0.025 0.000 0.25
H 9.159 0.849 1.061 -0.115 0.078 -0.049 0.27
H 9.448 2.482 0.519 0.091 0.033 -0.074 0.41
H 11.638 2.038 0.254 -0.149 0.046 -0.169 0.32
H 13.426 -0.509 -1.212 -0.081 -0.053 -0.122 0.34
H 13.259 1.250 -0.989 0.050 -0.042 -0.098 0.36
H 12.224 0.427 -2.160 0.073 -0.082 -0.034 0.26
H 6.856 -0.867 -1.189 -0.053 0.090 -0.175 -0.76
C 1.091 -0.469 1.597 -0.005 -0.056 0.118 -0.94
C 0.020 -1.190 2.400 0.095 -0.044 -0.072 -0.52
N -1.292 -0.585 2.258 -0.124 0.061 0.076 0.34
C -2.272 -1.096 3.199 -0.049 -0.031 0.137 -0.44
C -2.677 -2.572 3.082 -0.127 -0.016 0.070 -0.92
C -1.760 -0.424 0.895 0.064 0.046 -0.289 1.08
C -1.897 -1.684 0.029 -0.115 0.044 -0.112 -0.97
H 1.140 0.586 1.869 -0.017 0.013 -0.034 0.35
H 2.066 -0.917 1.797 0.004 0.012 0.002 0.23
H 0.913 -0.544 0.526 -0.011 -0.020 -0.020 0.17
H 0.288 -1.149 3.459 -0.070 -0.003 0.025 0.43
H 0.032 -2.257 2.123 0.005 0.012 -0.001 0.25
H -3.170 -0.474 3.131 0.008 0.009 -0.073 -0.02
H -1.876 -0.927 4.206 0.074 -0.015 -0.028 0.43
H -3.343 -2.748 2.238 0.038 -0.011 -0.029 0.06
H -3.215 -2.880 3.981 0.000 0.025 0.008 0.50
H -1.813 -3.230 2.982 0.025 0.023 -0.019 0.30
H -1.085 0.266 0.383 0.043 -0.004 0.059 0.21
H -2.722 0.095 0.919 -0.018 -0.029 0.129 -1.20
H -1.053 -2.364 0.147 0.016 0.016 0.036 0.29
H -1.942 -1.405 -1.026 0.010 0.027 0.005 0.46
H -2.813 -2.232 0.249 0.050 -0.080 0.042 -0.03
C -6.121 -7.440 1.900 0.013 -0.003 0.028 -1.49
C -5.797 -5.982 1.613 -0.066 -0.034 0.073 -0.19
N -5.775 -5.667 0.196 0.042 0.024 -0.036 0.12
C -5.213 -4.360 -0.089 0.155 0.160 0.040 -0.90
C -5.967 -3.122 0.417 0.073 0.071 -0.108 -0.46
C -6.971 -6.021 -0.548 -0.140 -0.125 -0.060 -0.70
C -8.307 -5.411 -0.101 -0.009 0.009 -0.078 -0.96
H -5.422 -8.102 1.386 -0.016 0.005 -0.036 0.34
H -6.045 -7.628 2.972 0.014 -0.002 0.002 0.44
H -7.134 -7.706 1.596 -0.005 0.002 0.000 0.31
H -4.802 -5.764 2.009 0.006 0.060 -0.029 0.33
H -6.498 -5.349 2.180 0.002 -0.008 -0.001 0.25
H -5.071 -4.268 -1.169 -0.070 -0.071 -0.020 0.27
H -4.203 -4.343 0.337 -0.022 -0.055 0.057 0.38
H -6.843 -2.905 -0.193 -0.057 -0.023 0.064 0.37
H -5.316 -2.246 0.359 0.015 -0.009 -0.001 0.04
H -6.281 -3.221 1.457 -0.010 -0.038 -0.001 0.26
H -7.070 -7.109 -0.523 0.032 -0.002 0.047 0.42
H -6.794 -5.778 -1.598 0.045 0.071 0.016 0.35
H -8.420 -5.426 0.984 0.013 -0.019 0.008 0.24
H -9.133 -5.986 -0.523 0.007 -0.006 -0.006 0.37
H -8.426 -4.382 -0.440 0.024 0.028 0.066 0.28
C -7.970 3.953 3.434 -0.031 -0.010 0.011 -1.45
C -7.603 2.830 2.475 -0.010 -0.001 0.112 -0.28
N -6.587 3.208 1.509 0.007 0.023 -0.080 0.24
C -6.427 2.237 0.441 -0.053 -0.063 -0.117 -0.89
C -5.905 0.844 0.816 0.070 -0.026 -0.131 -0.29
C -5.361 3.747 2.069 0.197 0.095 0.169 -0.34
C -4.565 2.867 3.047 0.054 0.027 -0.042 -0.75
H -8.292 4.840 2.888 0.038 0.011 -0.012 0.33
H -8.788 3.631 4.079 -0.012 0.003 -0.008 0.44
H -7.138 4.230 4.082 0.002 -0.004 0.004 0.29
H -8.498 2.551 1.912 0.031 -0.038 -0.043 0.44
H -7.323 1.943 3.066 -0.004 0.010 0.003 0.21
H -5.775 2.670 -0.324 0.042 0.038 0.053 0.11
H -7.403 2.122 -0.041 -0.034 0.013 0.065 0.47
H -4.835 0.856 1.016 -0.009 -0.003 0.076 -0.37
H -6.066 0.153 -0.014 -0.022 0.022 -0.013 0.44
H -6.415 0.430 1.687 -0.010 0.017 0.009 0.34
H -5.603 4.681 2.581 -0.079 -0.017 -0.010 0.42
H -4.705 4.041 1.246 -0.075 -0.076 -0.100 -0.18
H -5.214 2.361 3.763 -0.019 0.010 0.003 0.24
H -3.870 3.487 3.617 -0.003 0.009 -0.006 0.50
H -3.969 2.112 2.535 -0.042 -0.049 0.010 -0.03
C -2.288 3.640 -1.450 0.051 -0.069 0.051 -1.14
C -2.470 3.763 -2.954 0.073 0.052 0.058 -0.40
N -3.762 4.308 -3.329 -0.010 -0.024 -0.049 0.24
C -4.045 4.189 -4.748 -0.075 -0.101 -0.121 -0.70
C -3.167 4.971 -5.734 -0.052 0.011 -0.046 -0.99
C -4.113 5.576 -2.715 -0.030 0.112 0.160 -0.34
C -3.177 6.772 -2.944 -0.068 0.039 -0.008 -1.17
H -3.085 3.036 -1.010 -0.033 0.037 -0.001 0.12
H -1.335 3.156 -1.232 0.000 -0.013 -0.003 0.38
H -2.276 4.612 -0.954 -0.003 0.001 0.004 0.31
H -2.395 2.765 -3.395 -0.032 0.015 -0.055 0.43
H -1.625 4.341 -3.362 -0.007 0.002 0.005 0.22
H -5.092 4.463 -4.909 0.001 0.043 0.043 0.35
H -3.979 3.126 -5.001 0.051 -0.008 0.046 0.41
H -3.407 6.034 -5.742 0.039 0.011 0.045 0.23
H -3.332 4.596 -6.746 -0.009 -0.007 0.004 0.40
H -2.105 4.859 -5.514 0.003 -0.005 0.019 0.27
H -4.199 5.415 -1.638 0.027 -0.044 -0.004 -0.12
H -5.122 5.838 -3.042 0.009 -0.032 -0.077 0.53
H -2.127 6.492 -2.852 0.001 -0.020 0.015 0.25
H -3.376 7.543 -2.196 -0.008 -0.005 0.003 0.43
H -3.321 7.229 -3.922 0.057 -0.039 -0.028 0.29
```
Positions in Å, forces in eV/Å.

The SMILES is [H]/N=C(/C)C[C@@]1(N=C=O)NC(=O)[C@](CCCCNC(C)=O)(C(F)(F)C(F)(F)F)[C@@H]1S(=O)(=O)F.CCN(CC)CC.CCN(CC)CC.CCN(CC)CC.CCN(CC)CC. The value obtained for the HOMO energy is -8.0 eV. Its spin multiplicity is 1.